Entry 1:
Computed, not measured: a 10-piece molecular cluster, C5H30N10O10 overall, with ωB97M-V/def2-TZVPD.

Calculated values
ΔE to the lowest compared entry with this formula, charge and spin: 23.20 kJ/mol
Lowest unoccupied orbital energy: 0.37 eV
Energy: -1508.71023 Ha
SMILES: NC(N)=O.NC(N)=O.NC(N)=O.NC(N)=O.NC(N)=O.O.O.O.O.O
Maximum force: 0.073 Eh/bohr
Kohn-Sham gap: 10.202 eV
HOMO level: -9.8 eV

Geometry as XYZ:
```
55
Properties=species:S:1:pos:R:3:forces:R:3:nbo_charge:R:1
O 0.03507 1.94447 2.53137 -1.8924 1.0061 -1.0493 -1.02
H 0.28228 0.17300 4.58809 0.9912 0.2732 -0.3796 0.41
C 1.55238 1.64235 -3.83754 -0.0024 1.2335 1.6251 0.78
O -1.89066 -2.18101 -0.58614 0.5478 -0.7004 0.6272 -0.74
N 0.02130 -3.10233 0.23071 0.8537 0.2006 -0.4812 -0.89
N 1.59297 3.00430 -3.99168 -0.0519 -0.0637 -0.0633 -0.84
H 1.11271 3.26562 -4.82482 -0.2744 0.3965 -0.4183 0.39
H 2.85871 -2.35820 3.70777 0.2894 -0.4039 -0.1011 0.41
N 2.26501 -1.56322 3.61425 2.0695 3.1444 0.0630 -0.86
H 0.12850 -4.45816 -1.89418 0.4408 0.6431 -1.5026 0.42
H -0.38092 2.24384 -1.28571 -1.1328 -0.7474 0.8532 0.42
H 0.58172 -2.65310 -0.55517 -0.7186 -0.5953 0.8787 0.44
N 0.51639 -2.10270 -4.09318 0.1588 -1.0989 0.8597 -0.82
N -0.96265 1.41771 -1.03722 0.8717 0.6939 0.2377 -0.87
H 0.92243 -1.19882 -4.26844 -0.0074 0.4661 0.0218 0.44
N 0.38711 -4.12669 -2.85941 0.0696 1.3723 1.3291 -0.84
N -2.00050 -3.30892 1.37610 0.5525 -0.6102 0.1353 -0.83
H -1.31658 5.32478 -0.95893 0.7699 -2.0120 0.2405 0.49
N 0.17501 -0.81781 4.50693 -1.5570 -1.2962 0.0777 -0.86
H 0.47552 1.14302 2.15909 -0.3461 0.7081 -0.0209 0.50
C 0.99656 -1.82112 4.00246 -2.3065 0.0048 0.6417 0.78
H -2.82943 1.45968 4.84476 0.3461 0.3247 -0.3291 0.48
O 1.24346 -2.11487 -1.96075 -0.1505 -0.9555 -0.8726 -0.72
O -0.92540 4.40308 -0.85264 -0.9117 2.0679 -0.5626 -1.03
H -2.83997 -2.83006 1.45293 -1.9449 0.7353 -0.0619 0.39
O 0.59591 -2.98020 3.87802 -0.2889 0.3775 0.0985 -0.70
H -0.58747 2.32612 1.81448 1.5904 -0.9856 1.5620 0.49
H -1.57503 1.58786 3.79223 -1.0724 -0.8254 0.9874 0.52
H 1.30184 3.49014 -3.15883 0.2894 0.4468 0.0823 0.40
H 1.87640 0.25522 -2.53366 0.1732 -0.9543 0.9550 0.41
H 0.86406 -0.28158 0.64902 -0.4462 -0.1833 -0.4840 0.49
C -1.30232 -2.84456 0.29749 0.2335 0.8495 -0.1712 0.78
H 2.01596 3.78510 -0.06608 0.4371 -0.0038 1.0179 0.48
H -1.65958 -3.52348 2.29967 1.0021 -0.1078 -0.2635 0.41
H 2.12629 -0.40797 1.46511 -0.5267 0.4359 0.1227 0.50
O 1.19296 0.88638 -4.71321 0.1223 -1.1236 -0.7267 -0.70
O -2.36694 2.64714 0.20790 -0.1279 -0.8513 0.4694 -0.73
H 2.08098 1.85522 -1.79818 0.0492 0.1545 -0.0276 0.43
H 0.05395 -2.57034 -4.83891 -0.0876 -0.1533 -0.4450 0.39
O 1.40391 0.21927 1.25736 1.2505 -0.8914 -0.1754 -0.95
H -0.85145 -1.01042 4.67470 1.9980 -0.2239 -0.5529 0.43
C -2.02248 1.49468 -0.15935 -0.1460 2.1440 -1.3726 0.78
H 2.75081 -0.63294 3.80106 -1.2315 -1.8697 -0.0835 0.39
H -3.60757 0.48744 0.57521 -0.7673 0.1517 0.6006 0.41
H -2.25943 -0.46243 -0.01910 -0.4634 -1.0702 -0.2372 0.43
N -2.71616 0.40711 0.17076 1.8290 0.1610 -0.5924 -0.81
H 0.66110 4.09109 -0.79844 1.4978 -0.3330 -0.1398 0.51
N 1.89825 1.24307 -2.57503 -0.2869 -0.3160 -1.2444 -0.87
H -1.64910 3.75902 -0.56066 0.2677 0.4019 0.3368 0.51
C 0.74635 -2.75253 -2.91620 -0.2994 0.4046 0.1114 0.81
O 1.63618 3.78988 -0.92793 -1.8489 0.2688 -0.8722 -1.02
O -2.15267 0.97981 4.35577 0.9208 0.4195 -0.7610 -1.00
H -0.27495 -4.39704 -3.57137 -0.0099 -0.1138 0.1257 0.38
H -0.70483 0.66442 -1.63152 -0.3703 -1.0760 0.0089 0.41
H 0.52401 -3.49031 1.02103 -0.3519 0.0801 -0.0778 0.41
```
Positions in Å, forces in eV/Å.

---

Entry 2:
Computed, not measured: a 2-piece molecular cluster, C5H14 overall, with ωB97M-V/def2-TZVPD.

Calculated values
ΔE to the lowest compared entry with this formula, charge and spin: 11.52 kJ/mol
Expectation value of S²: 0.75
Net charge: +1
Lowest unoccupied orbital energy (alpha / beta): -3.16 / -10.10 eV
Energy: -198.48258 Ha
Maximum force: 0.026 Eh/bohr
2S+1: 2
Kohn-Sham gap (alpha / beta): 12.011 / 5.068 eV
HOMO level (alpha / beta): -15.2 / -15.2 eV

Geometry as XYZ:
```
19
Properties=species:S:1:pos:R:3:forces:R:3:nbo_charge:R:1
H -2.28556 1.30425 1.98851 0.1063 0.3099 -0.2393 0.27
C 1.12009 -2.17689 -1.47303 0.6397 0.6334 0.5997 -0.60
H -1.12413 2.72643 -0.48298 0.1210 -0.0717 -0.2327 0.26
H 0.45955 1.91252 -0.59486 0.0392 -0.1762 -0.0138 0.33
C -0.60234 0.82856 0.74941 0.4614 -1.1352 -0.5877 -0.26
H 0.53130 -3.05390 -1.24483 -0.1610 -0.2204 -0.1794 0.22
H -0.41798 -0.01113 0.07353 0.1587 0.2638 0.1115 0.25
H -2.74609 1.54260 0.29179 -0.1282 -0.2341 -0.1266 0.27
H -0.04777 2.92338 0.90360 0.1658 0.1215 0.1023 0.26
H 2.18159 -0.67201 -0.29828 0.1280 0.1241 0.0893 0.18
C 1.87872 -1.71252 -0.20444 -0.2283 -0.4210 -0.6821 -0.61
H 0.47415 -1.36696 -1.82034 -0.1705 -0.1989 -0.1660 0.18
H 1.23407 -1.83614 0.66033 0.0681 0.0803 0.3200 0.19
H 0.01085 0.73146 1.63665 -0.0483 -0.0054 0.0895 0.26
H 2.77935 -2.31278 -0.06282 -0.1255 0.0920 0.1648 0.23
H 1.83717 -2.40084 -2.26006 -0.1791 -0.0491 -0.1278 0.23
C -0.32847 2.26299 0.09677 -0.7992 0.3214 0.3770 -0.46
C -2.15015 0.93195 0.96691 -0.2088 0.4351 0.9663 -0.52
H -2.45161 -0.13082 0.90591 0.1606 0.1303 -0.4651 0.31
```
Positions in Å, forces in eV/Å.

---

Entry 3:
Computed, not measured: a 7-piece molecular cluster, H14O7 overall, with ωB97M-V/def2-TZVPD.

Calculated values
ΔE to the lowest compared entry with this formula, charge and spin: 219.08 kJ/mol
Lowest unoccupied orbital energy: -0.42 eV
Energy: -535.04040 Ha
SMILES: O.O.O.O.O.O.O
Maximum force: 0.058 Eh/bohr
Kohn-Sham gap: 9.847 eV
HOMO level: -10.3 eV

Geometry as XYZ:
```
21
Properties=species:S:1:pos:R:3:forces:R:3:nbo_charge:R:1
O -0.00305 -0.77271 2.87057 2.2952 -0.7899 -0.5483 -0.97
O -1.98305 -1.89171 -1.10943 -2.7170 -1.1583 -0.5445 -0.97
H 0.78595 3.16629 0.05657 -1.0142 -0.2666 -0.4258 0.47
H -1.96505 -4.01471 1.37357 0.2461 -0.5177 -0.2811 0.46
H -0.64205 -0.67571 3.52757 -1.7274 0.3945 1.2523 0.46
H -1.24505 -1.68571 -1.66043 0.6281 -0.3069 -1.1311 0.49
O 0.48795 1.86029 -1.59343 -0.5938 -0.2143 0.4697 -0.98
H -1.70405 -3.29671 0.08257 0.2597 -1.6563 0.3010 0.48
O 1.47095 3.46729 0.63257 0.1971 -0.0733 0.9048 -0.92
H 1.20895 2.43229 -1.84643 0.2210 -0.0193 -0.6003 0.49
H -1.23905 -0.60971 -0.21943 -0.2815 0.1430 0.4689 0.48
H 2.00695 1.19129 -0.13043 1.3076 -0.4451 0.1484 0.48
O -0.73205 -0.01671 0.34757 0.1286 0.3287 -0.4133 -0.97
H -2.73405 -2.31971 -1.65143 2.0314 1.1229 1.0685 0.52
H -0.26505 0.57629 -0.25643 0.0386 0.0194 0.3026 0.48
H 0.04395 1.51029 -2.37143 0.2686 0.2890 -0.1936 0.50
H -0.32405 -0.52071 2.00957 -0.4879 0.3504 -0.4819 0.49
H 2.11295 3.85929 0.05957 0.6920 0.5294 -0.3706 0.46
O -1.68005 -4.22571 0.46657 -0.4507 1.9981 0.1060 -0.96
H 3.53795 1.26929 -0.45743 0.4661 0.6971 -0.2070 0.46
O 2.86095 0.69729 -0.13043 -1.5076 -0.4249 0.1754 -0.94
```
Positions in Å, forces in eV/Å.

---

Entry 4:
Computed, not measured: one molecule with the formula C10H11N3O, with ωB97M-V/def2-TZVPD.

Calculated values
ΔE to the lowest compared entry with this formula, charge and spin: 332.96 kJ/mol
Lowest unoccupied orbital energy: 0.36 eV
Energy: -627.04925 Ha
SMILES: CC(=O)[C@]1(n2cncn2)C=CC=CC1
Maximum force: 0.078 Eh/bohr
Kohn-Sham gap: 8.623 eV
HOMO level: -8.3 eV

Geometry as XYZ:
```
25
Properties=species:S:1:pos:R:3:forces:R:3:nbo_charge:R:1
H -0.29243 0.22578 2.09393 -1.4002 0.2587 -0.8881 0.21
C -0.09635 -1.90602 -0.05594 0.2592 2.5405 -1.2073 0.64
C 2.90763 0.96881 -0.99554 1.2960 0.7776 -2.5941 0.14
N 3.10258 1.03328 0.27998 1.9604 1.4925 3.1545 -0.48
C -0.24311 -0.06419 -0.14325 0.7796 -2.2463 1.7828 0.06
H 1.13739 -1.65842 1.70699 0.2955 1.9673 1.7250 0.21
H -0.47803 1.36963 -1.70746 0.3712 -1.2472 -0.0874 0.26
N 1.16824 0.35238 -0.19582 -2.8970 -0.2978 2.5721 -0.19
C -0.84968 0.32907 -1.44897 -0.6365 1.7727 1.6523 -0.49
N 1.72961 0.54545 -1.35684 0.2493 -0.1539 -0.9840 -0.28
C 1.96372 0.73676 0.83456 -0.0836 -1.4812 -0.2971 0.15
C -2.23910 0.85051 1.13173 3.3231 0.2764 1.7742 -0.19
C -0.93544 0.40260 1.18250 -0.3083 -0.5084 -1.1075 -0.23
H -3.74864 1.84977 -0.00114 0.5148 -0.8620 -0.8225 0.23
C -2.84762 1.20977 -0.11670 -0.3463 -0.4851 -0.4808 -0.29
H -2.69490 1.16729 2.07943 0.0230 -0.3123 -0.4517 0.22
H -2.69436 0.95297 -2.21852 -0.6300 0.4428 -0.1138 0.20
O -0.55504 -2.56287 -0.95360 0.3688 0.6007 1.3859 -0.52
C -2.25847 0.78257 -1.24988 -1.2797 0.1457 -0.9934 -0.09
H 3.62516 1.40034 -1.67641 0.0360 -0.5237 -0.3148 0.19
C 0.88153 -2.37779 1.02672 -2.6791 -1.6258 -1.2932 -0.73
H 0.38968 -3.21897 1.54866 0.6139 0.1336 -0.3328 0.25
H -0.54015 -0.37563 -2.20398 -0.6426 -0.0669 -0.4986 0.27
H 1.79314 0.61585 1.91700 -0.1459 0.2215 -0.9958 0.22
H 1.77465 -2.62895 0.52257 0.9584 -0.8196 -0.5838 0.25
```
Positions in Å, forces in eV/Å.